1.
C3H6N2PS2 | ωB97M-V/def2-TZVPD

Values from the calculation:
charge = +1
LUMO energy = -4.736 eV
multiplicity = 1
E_HOMO = -12.53 eV
DFT total energy = -37137.8780 eV

```
14
Properties=species:S:1:pos:R:3:forces:R:3:mulliken_charge:R:1
C -1.468262 0.170422 0.076337 -6.068 -6.311 0.091 0.52
C 0.710464 -0.037306 0.154009 4.046 2.077 2.612 -0.57
C 0.480390 1.481896 -0.227991 0.783 -0.299 -0.121 -0.48
N -0.503963 -0.708128 -0.094347 -0.980 0.539 0.302 -0.09
N -3.302210 -0.475732 0.205789 4.811 4.280 -2.211 -0.39
P -4.491254 0.623888 -0.234882 -0.639 -1.096 0.197 0.29
S -5.958776 -0.580745 0.098566 0.031 0.809 -0.178 -0.22
S -1.329503 1.741261 0.010177 0.793 2.298 -0.610 -0.05
H 1.653652 -0.409552 -0.263308 -0.781 -0.186 -1.034 0.37
H 1.059385 -0.143793 1.260264 -1.280 0.379 -1.320 0.27
H 0.834755 2.282359 0.394024 0.833 -0.386 1.060 0.38
H 0.976180 1.749616 -1.172493 -1.152 -0.304 -0.364 0.37
H -0.543100 -1.726668 -0.051579 -0.617 0.457 0.034 0.30
H -3.572797 -1.244919 0.731093 0.219 -2.257 1.544 0.30
```
Forces are in eV/Å.

2.
C14H27N6O2 | ωB97M-V/def2-TZVPD

Values from the calculation:
charge = +1
LUMO energy = -2.051 eV
structure (SMILES) = NCc1nnc([C@H](CCCC[NH3+])NC(=O)C2CCNCC2)o1
multiplicity = 1
E_HOMO = -11.14 eV
DFT total energy = -27986.6725 eV

```
49
Properties=species:S:1:pos:R:3:forces:R:3:mulliken_charge:R:1
N -2.754428 -4.470998 0.297452 0.100 -0.147 0.148 -0.59
C -3.461662 -3.519581 -0.533070 -0.367 -0.080 0.146 -0.35
C -2.885571 -2.161953 -0.357171 -0.048 0.352 -0.746 0.57
N -2.906238 -1.182046 -1.200998 -0.587 -1.172 -0.489 -1.22
N -2.270747 -0.152288 -0.610690 0.481 0.193 1.180 0.48
C -1.887905 -0.541474 0.565615 -0.225 0.529 -0.460 -0.10
C -1.046874 0.187439 1.564019 0.230 0.007 -0.158 0.07
C -1.071295 1.723023 1.443450 -0.206 -0.106 -0.021 -1.07
C -2.415666 2.384053 1.103347 0.071 0.159 0.168 -0.69
C -2.235846 3.554475 0.124846 -0.150 -0.226 -0.004 -0.79
C -2.386158 3.181917 -1.348365 -0.212 0.583 0.243 -0.71
N -1.489835 2.083652 -1.772510 0.294 -0.075 -0.141 0.05
N 0.320133 -0.295391 1.371745 -0.147 -0.108 0.499 -0.14
C 1.026170 -0.082326 0.231991 0.327 -0.288 0.322 -0.16
O 0.578241 0.591283 -0.683365 0.001 0.069 -0.333 -0.69
C 2.410389 -0.684603 0.231058 0.112 0.288 -0.367 0.11
C 3.381249 0.329280 0.859202 0.190 -0.231 0.166 -0.66
C 4.805708 -0.219957 0.797975 -0.106 0.221 0.125 -0.80
N 5.152277 -0.455734 -0.587601 0.343 -0.082 -0.031 -0.40
C 4.318995 -1.484640 -1.176728 -0.196 -0.011 -0.156 -0.78
C 2.872413 -0.997837 -1.193521 0.075 -0.219 0.111 -0.76
O -2.256131 -1.809280 0.786020 0.025 -0.084 0.250 -0.33
H -3.025619 -5.418099 0.064993 0.024 0.059 0.050 0.25
H -2.948738 -4.319800 1.281227 -0.012 -0.103 -0.091 0.21
H -3.342179 -3.793244 -1.584549 -0.038 0.127 0.123 0.37
H -4.547523 -3.447123 -0.333955 0.229 -0.038 -0.087 0.26
H -1.375290 -0.129768 2.557818 0.067 0.030 -0.101 0.69
H -0.340190 1.985989 0.683904 -0.003 0.008 0.133 0.27
H -0.698546 2.120833 2.387666 0.067 -0.021 -0.025 0.60
H -3.113621 1.665876 0.677611 -0.105 0.041 0.067 0.43
H -2.868786 2.759716 2.019876 -0.074 -0.026 -0.016 0.50
H -2.992011 4.312886 0.327866 0.037 0.070 -0.084 0.40
H -1.264807 4.021580 0.292466 0.057 0.115 0.002 0.33
H -2.187524 4.067776 -1.955278 -0.019 -0.163 -0.069 0.43
H -3.409548 2.855390 -1.541628 0.071 -0.035 -0.063 0.38
H -1.504871 1.967393 -2.786400 0.072 0.020 0.123 0.41
H -0.514019 2.197022 -1.472659 -0.191 -0.028 -0.159 0.34
H -1.807947 1.140123 -1.323638 0.063 0.219 -0.155 0.13
H 0.716798 -0.888622 2.082290 0.030 -0.002 -0.083 0.33
H 2.416773 -1.602241 0.829249 -0.040 0.015 0.020 0.44
H 3.342026 1.257809 0.288610 -0.032 0.072 0.007 0.32
H 3.104533 0.538336 1.894391 -0.010 0.043 0.029 0.34
H 5.498624 0.515354 1.211150 -0.031 -0.077 0.049 0.44
H 4.865961 -1.137445 1.412583 0.010 0.087 -0.022 0.38
H 6.132694 -0.698718 -0.673380 -0.101 0.048 0.001 0.24
H 4.657948 -1.663488 -2.198376 -0.032 -0.069 0.054 0.45
H 4.373645 -2.439539 -0.621876 0.017 0.051 -0.072 0.37
H 2.227158 -1.755654 -1.640589 -0.032 0.005 -0.051 0.41
H 2.807864 -0.089332 -1.792059 -0.030 -0.019 -0.032 0.27
```
Forces are in eV/Å.

3.
C5H12O2 | ωB97M-V/def2-TZVPD

Values from the calculation:
LUMO energy = 0.867 eV
multiplicity = 1
E_HOMO = -8.40 eV
DFT total energy = -9471.4204 eV

```
19
Properties=species:S:1:pos:R:3:forces:R:3:mulliken_charge:R:1
C -2.702910 -0.514763 0.563717 -0.029 -0.021 0.050 -1.19
C -1.554332 -0.011230 -0.304655 0.021 0.027 -0.043 -0.45
C -0.260393 0.188794 0.486332 -0.140 0.214 -0.063 0.18
O 0.153287 -1.012118 1.135101 0.085 -0.158 -0.189 -0.59
C 0.846874 0.746092 -0.390467 0.002 0.209 0.197 -0.78
C 2.173087 0.777606 0.123918 -0.167 0.145 0.039 -0.43
O 2.766487 -0.591821 -0.922220 0.090 0.002 -0.300 -0.67
H -3.614647 -0.664966 -0.024245 0.145 0.014 0.081 0.37
H -2.434714 -1.463336 1.039117 -0.069 0.137 -0.068 0.28
H -2.932213 0.201994 1.361898 0.034 -0.101 -0.123 0.30
H -1.824453 0.943671 -0.777140 0.056 -0.137 0.076 0.30
H -1.353847 -0.716027 -1.125793 -0.013 0.089 0.127 0.30
H -0.478479 0.866961 1.325903 0.017 -0.078 -0.116 0.28
H 0.440269 -1.622375 0.439495 -0.029 0.044 0.164 0.39
H 0.563787 1.552317 -1.069005 0.035 -0.120 0.119 0.39
H 1.624390 -0.285316 -1.125487 0.190 -0.058 0.022 0.41
H 2.378957 0.313287 1.085701 -0.025 0.070 -0.171 0.22
H 2.878167 1.549600 -0.179320 -0.125 -0.141 0.037 0.31
H 3.330683 -0.258370 -1.642848 -0.078 -0.137 0.160 0.36
```
Forces are in eV/Å.

4.
C17H17NO7S | ωB97M-V/def2-TZVPD

Values from the calculation:
LUMO energy = 0.191 eV
structure (SMILES) = COC(=O)COc1ccc(S(=O)(=O)Nc2ccccc2C(=O)OC)cc1
multiplicity = 1
E_HOMO = -9.08 eV
DFT total energy = -44562.4948 eV

```
43
Properties=species:S:1:pos:R:3:forces:R:3:mulliken_charge:R:1
C 4.499643 2.489326 -1.463970 0.233 0.050 -0.429 -0.73
O 3.909744 1.744446 -0.403894 -0.095 0.105 0.399 -0.26
C 3.682375 0.457208 -0.611841 -0.086 -0.276 0.127 0.60
O 3.956670 -0.148393 -1.616142 -0.006 -0.023 0.020 -0.62
C 3.042993 -0.205180 0.608758 0.078 -0.125 -0.132 -0.14
O 2.217496 0.631828 1.379761 -0.016 0.149 0.084 -0.47
C 1.025962 1.017251 0.850000 -0.396 0.055 0.058 0.54
C 0.074192 1.481889 1.761897 0.254 -0.081 -0.114 -0.72
C -1.198008 1.798547 1.333969 0.050 0.102 0.063 -0.14
C -1.510224 1.690897 -0.009150 -0.622 0.199 -0.206 -0.12
S -3.222693 1.657040 -0.518086 0.241 -0.330 -0.067 1.20
O -3.402672 2.193145 -1.829229 0.253 -0.203 -0.195 -0.70
O -4.056422 2.125312 0.544664 0.221 -0.119 0.243 -0.65
N -3.389274 -0.025071 -0.661450 -0.441 1.047 -0.586 -0.36
C -2.869326 -0.763627 0.393390 0.276 -0.681 0.738 -0.55
C -3.438596 -0.602393 1.656339 -0.009 -0.115 -0.060 -0.38
C -2.943435 -1.290274 2.744220 0.092 -0.022 -0.047 -0.53
C -1.866851 -2.156144 2.597735 -0.012 -0.009 0.086 -0.71
C -1.282390 -2.314830 1.359989 -0.032 0.040 -0.116 -0.48
C -1.760938 -1.621589 0.246480 -0.257 0.127 0.236 0.72
C -1.081484 -1.750824 -1.054934 0.097 0.061 -0.314 0.82
O -1.559426 -1.420432 -2.121299 -0.011 -0.109 0.073 -0.73
O 0.159645 -2.243713 -0.936265 -0.109 -0.061 0.300 -0.23
C 0.914847 -2.428587 -2.130617 0.062 -0.008 -0.491 -0.70
C -0.561060 1.298998 -0.931152 0.035 0.168 -0.033 -1.05
C 0.710930 0.959098 -0.506327 0.185 -0.017 0.061 -0.01
H 3.714001 2.920684 -2.086876 0.042 -0.039 0.046 0.28
H 5.085118 3.280361 -1.001542 -0.063 -0.040 -0.014 0.24
H 5.132571 1.841394 -2.072732 -0.048 0.134 0.062 0.35
H 2.500674 -1.099190 0.274067 0.088 0.173 -0.021 0.12
H 3.851035 -0.512562 1.280707 -0.091 0.002 -0.151 0.32
H 0.348745 1.545095 2.802225 0.011 -0.009 0.143 0.50
H -1.965018 2.112306 2.023267 -0.047 0.000 0.158 0.53
H -3.040262 -0.333538 -1.566283 0.030 0.088 -0.048 0.47
H -4.267442 0.079866 1.752011 -0.110 -0.007 0.052 0.53
H -3.401441 -1.159009 3.712912 -0.054 0.022 0.085 0.42
H -1.488021 -2.701213 3.448418 0.034 -0.058 0.068 0.42
H -0.443881 -2.981580 1.232451 0.062 -0.023 0.009 0.53
H 1.868143 -1.910166 -2.023139 -0.049 -0.014 0.051 0.16
H 0.363444 -2.031800 -2.984364 0.150 -0.072 0.082 0.35
H 1.089939 -3.496383 -2.265382 -0.010 0.063 0.027 0.29
H -0.833498 1.241717 -1.973625 0.055 -0.094 -0.140 0.42
H 1.434198 0.630087 -1.234960 0.012 -0.049 -0.107 0.43
```
Forces are in eV/Å.

5.
C2H3NO2S | ωB97M-V/def2-TZVPD

Values from the calculation:
LUMO energy = -0.447 eV
structure (SMILES) = O=C(O)/C=N\S
multiplicity = 1
E_HOMO = -9.99 eV
DFT total energy = -18541.0240 eV

```
9
Properties=species:S:1:pos:R:3:forces:R:3:mulliken_charge:R:1
O -0.022112 2.118720 -1.250658 -0.592 -1.438 0.552 -0.53
C 0.059855 1.163038 -0.502713 1.214 0.896 -0.500 0.63
O 0.687622 1.367799 0.665089 0.736 -1.084 1.855 -0.46
C -0.325850 -0.239186 -0.998635 -1.028 0.041 -0.451 0.15
N -0.460432 -1.345125 -0.323960 0.289 2.189 -0.378 -0.39
S -0.352360 -1.130985 1.435043 0.642 -2.860 -0.219 -0.26
H 0.932941 0.611523 1.339816 -1.158 1.388 -2.410 0.35
H -0.606682 -0.053801 -2.142389 0.736 -1.356 2.398 0.29
H 0.087018 -2.491981 1.778407 -0.838 2.225 -0.846 0.22
```
Forces are in eV/Å.

Going through the records in order, we get ΔE to the lowest compared entry with this formula, charge and spin values of 0.865; 0.190; 3.715; 0.000; 2.429 eV.